Computed, not measured: C37H67N3O14S8 as an isolated structure, with ωB97M-V with the def2-TZVPD basis set.

Calculated values
- Charge: 0

Positions of all 129 atoms, in Å:
H: -6.137 0.114 7.843
C: 4.859 1.413 -2.113
H: -2.910 -3.563 -4.934
H: 11.365 4.103 -4.222
O: -1.964 -4.511 -0.815
C: 1.693 0.331 0.736
O: 2.453 3.469 -4.137
H: -2.619 1.368 1.038
H: -4.059 -4.709 -2.363
C: -0.331 -4.799 3.251
H: 6.960 1.780 -2.159
C: -2.675 0.878 3.154
C: 3.384 -0.295 -0.959
C: -10.154 1.240 1.188
H: 10.540 3.555 -1.976
H: 1.822 4.098 -6.626
C: -6.684 -0.012 6.911
H: 9.174 3.283 -3.050
C: 2.365 -0.665 -0.020
C: -7.641 -1.211 6.958
C: -9.118 2.242 0.688
H: 4.546 2.299 -2.670
H: -8.481 -1.041 6.282
C: -0.050 -4.038 1.949
H: -3.394 0.080 2.987
H: 5.027 0.633 -2.854
O: -9.891 -0.261 3.361
S: -9.833 1.121 2.947
S: -5.481 -0.389 5.628
C: -3.502 -3.936 -2.888
H: 7.227 1.326 0.406
H: -9.992 0.251 0.759
H: 2.132 2.682 -8.628
S: -2.025 -3.588 -1.922
H: 3.359 0.509 -5.521
H: -0.540 -3.214 -3.713
C: 10.177 2.938 -2.801
O: 4.647 2.745 -5.116
H: -11.184 1.552 1.034
C: -3.362 2.177 3.592
C: -6.852 -2.444 6.493
C: -8.125 1.658 2.876
C: -0.847 -4.105 -3.165
H: -2.764 4.266 3.224
S: 11.763 0.793 -2.839
O: 12.530 0.500 -1.654
H: 10.682 2.616 -4.881
N: 3.937 -1.354 -1.567
H: 0.139 -4.711 1.114
O: -10.616 2.124 3.626
H: 0.013 -4.557 -2.675
H: 9.397 0.898 -2.912
H: 3.547 4.301 -7.042
H: -1.980 0.554 3.918
H: -9.022 2.206 -0.397
O: -5.683 0.494 4.503
H: -9.416 3.255 0.966
H: 12.970 2.821 -2.851
H: 5.780 0.372 0.237
H: 13.022 2.018 -4.445
H: -7.191 0.915 6.652
H: -7.044 2.641 1.265
S: -1.686 -2.504 3.289
S: -1.178 2.804 2.208
H: -1.078 -5.575 3.070
O: 11.578 -0.202 -3.864
H: -1.122 -5.245 -4.995
H: 1.925 0.357 -7.447
H: -2.122 -3.785 1.361
H: 1.556 2.408 1.066
H: 0.563 -5.288 3.635
C: -1.933 1.226 1.873
O: -3.116 -2.556 3.500
O: -1.908 -2.170 -1.696
C: 10.159 1.463 -2.380
S: 3.211 2.845 -5.190
C: 1.894 1.317 -6.934
H: 3.322 3.041 -0.529
H: -8.047 -1.345 7.960
H: -6.791 -1.904 4.388
H: -4.096 -3.028 -2.948
C: 2.048 1.618 0.513
C: 11.135 3.063 -3.994
H: -6.135 -2.740 7.262
H: -1.757 3.414 4.420
C: 2.533 1.217 -5.543
C: -3.008 -4.415 -4.259
H: -4.200 2.392 2.924
H: -1.164 0.507 1.609
H: 10.022 1.341 -1.309
C: -6.110 -2.013 5.232
H: -1.751 -6.026 -3.544
H: -3.763 2.087 4.597
C: 2.651 2.403 -7.712
S: 3.206 -2.653 -0.976
O: -1.327 3.669 1.061
N: 7.441 -0.311 -0.904
H: 6.911 -1.174 -0.839
H: -7.500 0.896 3.329
C: 12.389 2.288 -3.604
H: -7.506 -3.292 6.297
C: -0.874 -3.781 4.263
H: 6.118 2.789 -0.984
H: -7.409 0.948 0.963
H: -8.046 2.583 3.444
H: 8.207 -0.464 -0.255
C: 2.776 3.588 -6.759
H: 0.846 1.605 -6.838
H: -1.602 -4.214 4.945
H: -5.274 -2.654 4.958
H: -1.107 -2.369 0.986
H: 0.944 0.063 1.470
C: -2.326 3.310 3.498
C: 3.751 1.072 -1.157
O: -0.941 -1.280 3.455
O: -4.179 -0.519 6.230
H: -0.077 -3.301 4.827
C: 6.618 0.789 -0.327
H: 0.828 -3.401 2.072
C: 3.073 1.992 -0.419
C: -1.281 -3.183 1.687
C: -1.634 -5.066 -4.050
C: 6.173 1.780 -1.399
C: -7.804 1.872 1.392
H: 3.644 2.040 -7.985
O: 0.121 2.582 2.800
N: 2.169 -1.988 0.061
H: 1.811 0.969 -4.768
H: -3.719 -5.107 -4.708



Computed, not measured: a 5-piece molecular cluster, C37H67N8O3 overall, with ωB97M-V with the def2-TZVPD basis set.

Calculated values
- Charge: +1

Positions of all 115 atoms, in Å:
H: 2.078 -8.086 -0.779
H: 1.054 3.336 3.139
H: -5.829 -2.298 3.114
H: -0.708 8.067 -2.076
C: 7.922 -6.812 -0.032
C: -4.782 -0.606 2.305
C: -3.316 3.196 -0.779
C: 7.666 -7.073 -2.553
H: -0.176 0.187 1.614
H: -3.807 -0.717 -0.084
C: 2.634 -4.753 -0.407
C: 0.069 0.122 -0.598
H: -4.465 -2.443 -3.161
N: 5.269 -8.077 -2.333
H: 2.164 6.702 4.478
H: 2.569 -0.243 -1.090
H: -3.019 4.861 0.498
H: 2.287 4.128 4.114
H: 4.321 0.157 0.416
C: 2.924 -1.347 1.743
H: -0.039 -4.061 1.099
H: -4.007 3.596 1.206
H: -4.880 -2.246 5.253
H: -6.501 -0.730 3.520
H: -2.963 -0.393 -3.762
H: 6.944 -7.245 0.179
H: -3.810 -1.004 4.647
C: -2.974 -0.909 -2.807
H: -2.831 -1.492 2.517
H: -3.358 9.839 -0.011
H: 7.570 -5.995 -2.689
C: -0.252 -3.016 1.027
H: -2.942 -2.723 -4.003
H: -0.463 -2.472 -3.062
H: 8.569 -7.026 0.818
C: -3.618 7.914 0.706
H: 9.512 -6.976 -1.475
H: -1.140 7.566 -0.445
N: -1.181 1.374 -3.828
C: -2.779 8.444 -1.574
H: 2.180 -6.286 0.910
C: 3.398 0.689 0.645
H: -4.709 8.952 -0.711
H: -3.423 4.838 -1.722
C: 8.515 -7.385 -1.314
C: -3.142 3.787 0.574
H: -3.136 7.490 -1.968
H: 3.883 -1.577 2.205
C: 1.499 6.762 3.615
H: -3.674 1.399 -1.861
H: 1.050 1.586 0.630
H: 2.104 6.991 2.737
H: -3.060 -3.006 -2.278
C: -0.584 -0.335 0.752
C: -3.377 1.695 -0.867
C: 6.324 -7.633 -2.446
H: -3.726 -0.493 -2.146
H: -2.905 9.179 -2.369
C: 2.312 -6.859 -2.530
H: 0.087 5.291 4.299
H: 3.680 1.697 0.938
N: 3.193 4.471 1.164
H: 2.821 -5.949 -2.850
N: -3.445 3.831 -1.876
H: 3.618 -7.263 -0.876
H: -2.273 3.399 1.106
H: 3.051 1.416 -1.315
C: 2.555 -7.144 -1.055
C: -1.588 -0.859 -2.166
H: 0.815 7.593 3.777
H: -4.130 1.355 -0.157
H: -5.296 -0.538 5.427
H: 0.450 -0.965 -2.969
C: 2.487 4.376 2.067
H: 8.626 -8.466 -1.219
C: -3.640 -1.462 1.793
H: -4.392 0.328 2.716
N: 3.145 -3.747 -0.639
H: -0.796 -1.139 -4.162
C: 0.722 5.466 3.431
H: 2.684 -7.675 -3.144
C: -1.305 8.333 -1.205
H: -0.924 9.278 -0.815
O: -1.917 2.172 -4.163
O: -0.881 1.546 -2.345
C: -0.532 -1.392 -3.140
H: 0.580 -0.773 -0.921
H: 0.057 5.549 2.570
H: -1.520 1.757 -0.084
C: -3.388 -2.355 -3.086
C: 2.556 0.740 -0.622
C: 1.638 4.253 3.246
C: -1.120 0.449 -1.522
C: -5.575 -1.285 3.412
N: -3.052 -1.021 0.518
C: 2.004 -6.041 -0.139
H: 2.895 -1.796 0.753
O: 2.723 0.057 1.713
H: 0.932 2.092 -1.029
H: -4.000 -2.475 1.644
H: -5.438 -0.361 1.470
H: 7.806 -5.729 -0.102
H: 0.927 -5.929 -0.283
N: -2.098 1.003 -0.459
H: -2.343 0.663 1.562
C: -0.391 -1.761 0.950
H: 8.128 -7.482 -3.452
H: -1.650 -1.548 -1.326
H: 2.129 -1.779 2.339
C: -2.114 0.041 0.692
C: 1.116 1.231 -0.396
N: -3.579 7.162 1.577
H: 1.241 -6.743 -2.719
C: -3.668 8.866 -0.396
C: -4.856 -1.278 4.767



Q: Which largest force on an atom values were calculated for the entries above? A: 0.81; 6.36, in eV/A.
Q: Which E_tot values were calculated for the entries above? A: -5853.1103; -2113.3283, in hartree.
Q: Which LUMO level values were calculated for the entries above? A: -0.138; -3.119, in eV.